No. 1
129
Properties=species:S:1:pos:R:3:forces:R:3 method="wB97M-V/def2-TZVPD" s_squared=8.753 charge=-3 e_tot_ha=-5604.89310 homo_ha="0.0701 / 0.0701" multiplicity=6 orbital_gap_ev="2.273 / 2.268" e_lumo_ev="4.18 / 4.18"
O 1.7050 -2.5158 -1.5572 -1.77 -2.34 -0.99
H 1.0401 -2.0297 -1.0641 -0.54 0.26 0.61
H 2.1819 -1.8915 -2.1090 1.62 2.03 -1.75
H 2.3387 -2.9277 -0.9653 1.95 -1.03 1.81
O 3.3937 -0.5338 0.6459 0.56 -0.37 3.19
H 3.9547 -0.3733 -0.1164 2.23 0.64 -3.09
H 2.5535 -0.0696 0.6285 -1.11 1.09 -0.47
H 3.1949 -1.4671 0.7507 0.50 -2.86 -0.33
O 0.3260 -2.8618 1.9973 -1.12 -0.07 2.76
H -0.2359 -3.6319 2.1103 -0.43 -1.03 0.18
H 0.0755 -2.3151 1.2490 -0.46 1.13 -2.14
H 1.2421 -3.1345 1.9079 3.55 -1.64 0.05
O 0.9434 1.3553 -2.5653 -1.13 1.76 -2.81
H 0.2885 1.0817 -1.9189 -1.64 0.35 1.39
H 1.3562 2.1880 -2.3248 0.97 1.93 0.92
H 1.5953 0.6558 -2.4794 3.39 -2.74 -0.39
O 4.7511 2.5655 -1.2663 1.32 2.82 -0.47
H 4.6568 2.6797 -0.3178 -0.40 0.46 1.02
H 3.9527 2.8690 -1.7046 -2.03 0.91 -0.31
H 4.8237 1.6277 -1.4584 0.54 -4.53 -0.43
O 1.0948 2.9954 0.8499 1.08 2.42 1.67
H 1.5339 3.2618 0.0388 0.69 1.14 -2.51
H 0.2086 3.3466 0.9630 -2.10 0.49 -0.37
H 1.1672 2.0395 0.9003 -0.03 -2.61 0.00
Mn -2.2516 1.4194 0.1683 -0.89 1.59 -1.51
C -2.3149 4.0039 -0.0463 1.59 -0.45 0.22
O -2.4473 5.1722 0.0602 -1.92 6.08 -0.43
O -1.5516 3.4258 0.7537 3.69 -3.16 4.44
O -2.7758 3.2303 -0.8925 -3.25 -2.91 -4.32
C 3.5740 -3.9936 1.1978 2.85 0.56 -0.06
O 3.4365 -3.1974 0.2862 -3.07 5.37 -5.67
O 4.6391 -4.5241 1.2855 5.08 -4.31 0.98
O 2.7452 -4.0470 2.0895 -6.51 -0.53 5.06
C 2.0375 4.5478 -2.6422 0.56 0.18 1.20
O 2.1545 3.5985 -1.6547 0.29 -2.11 1.28
H 1.8469 5.4893 -2.1271 -0.71 0.73 -0.47
H 3.0240 4.7014 -3.0798 0.05 0.04 -0.96
H 1.2696 4.2519 -3.3570 0.01 0.52 -0.50
P 0.0268 -0.0553 0.3504 -1.95 0.98 -1.46
O -0.5437 0.7357 -0.8437 -0.03 -0.07 -0.12
O 0.0418 -1.5474 0.0276 0.24 1.15 0.84
O -1.1460 0.2834 1.3253 1.86 -1.52 2.01
O 1.3493 0.6429 0.7023 -0.94 -0.92 0.60
P 4.1497 -0.5040 -2.5792 2.48 -6.56 -7.01
O 4.7929 0.1004 -1.3140 -0.08 1.60 1.19
O 2.5774 -0.4379 -2.4606 -0.87 1.77 1.12
O 4.3855 -2.0509 -2.8163 -0.80 1.25 2.82
O 4.7110 -0.0824 -3.9848 -0.97 3.19 2.30
O 4.2626 3.5361 1.0853 0.23 0.31 0.12
H 3.9411 4.4327 1.1808 -0.16 0.20 -0.35
H 4.1991 3.1635 1.9646 -0.14 -0.73 0.49
O -3.6765 -0.0095 -0.7664 -0.03 0.44 -0.19
H -3.8210 -0.9454 -0.6270 0.17 -0.91 0.28
H -4.2664 0.2201 -1.4844 -0.07 0.39 -0.44
O 1.5985 3.5444 4.3935 -0.17 0.45 0.22
H 1.7963 4.4182 4.7306 -0.10 0.25 0.10
H 2.4464 3.1959 4.1180 0.53 -0.66 -0.30
O -1.0791 3.2891 4.6547 -0.54 -0.08 0.45
H -1.3422 4.0036 4.0747 -0.53 0.51 -0.45
H -0.1270 3.2461 4.5660 0.77 -0.02 0.01
O 1.2705 -0.3445 6.1385 0.14 -0.07 0.57
H 1.2319 0.1875 5.3437 0.07 0.08 -0.46
H 0.4090 -0.2366 6.5415 -0.21 0.04 0.00
O 1.1154 -0.9512 -4.5791 -0.55 -0.26 -1.58
H 1.8034 -0.7722 -3.9381 0.86 -0.02 0.44
H 0.2996 -0.7686 -4.1129 -0.16 0.00 0.16
O 1.3679 0.3166 3.2935 1.09 -0.12 0.94
H 1.4760 0.5042 2.3611 0.03 -0.02 -0.78
H 0.4255 0.1915 3.4054 -0.63 0.10 0.47
O -0.9511 -0.8373 -2.8097 -0.18 -0.17 -0.96
H -0.7448 -0.3432 -2.0163 -0.30 0.29 0.24
H -1.3600 -1.6422 -2.4916 -0.20 -0.50 0.34
O -4.1695 -3.6811 -2.9916 -0.66 -0.55 0.16
H -3.9602 -3.8348 -3.9129 0.20 0.32 -0.23
H -3.3992 -3.2333 -2.6420 0.19 0.38 0.03
O -1.2861 0.7981 3.8633 -0.57 -1.23 1.05
H -1.2790 0.6635 2.9156 -0.06 -0.14 -1.03
H -1.2604 1.7489 3.9708 -0.05 1.06 0.47
O -2.6539 -1.6594 2.1628 -0.19 -1.37 0.31
H -3.0511 -1.3610 2.9810 -0.15 -0.09 0.40
H -2.0298 -0.9707 1.9338 0.86 0.69 -0.63
O -4.1259 -0.2688 3.9212 -0.48 -0.02 0.33
H -3.4893 0.1271 4.5163 0.86 0.40 0.14
H -4.7923 -0.6434 4.4972 -0.32 -0.17 -0.02
O -3.7450 1.3277 1.6674 -0.72 0.37 0.22
H -3.7573 0.6522 2.3454 -0.04 -0.46 0.32
H -4.1500 2.0902 2.0809 0.07 0.43 0.03
O 0.3595 -5.2152 -2.9847 -0.09 -0.29 0.05
H 0.1592 -4.8917 -3.8630 -0.03 0.43 -0.21
H 0.9269 -5.9721 -3.1313 0.37 -0.08 0.06
O 0.7984 -5.8066 0.7291 -0.93 -0.44 -0.40
H 1.7220 -5.5738 0.8239 0.70 0.60 0.33
H 0.6562 -6.4940 1.3798 0.17 -0.05 0.24
O -2.4477 5.2014 2.8341 -0.18 0.12 1.47
H -2.1927 4.9162 1.9567 0.33 -0.18 -1.08
H -3.1540 5.8303 2.6863 0.01 0.10 -0.12
O -1.6153 -4.6921 2.3889 -0.05 0.01 0.24
H -2.2049 -4.1676 1.8471 -0.41 0.43 -0.22
H -1.9880 -5.5734 2.3654 0.14 -0.24 -0.05
O -4.7225 -2.2009 0.7212 -1.30 -0.50 -0.83
H -5.1726 -1.3882 0.9518 -0.08 0.22 0.10
H -3.9194 -2.1866 1.2420 0.84 0.28 0.39
O -4.4814 2.0373 -2.8008 -0.87 -0.39 0.01
H -5.0090 2.7502 -3.1610 -0.12 0.14 -0.02
H -3.7836 2.4771 -2.3151 0.65 0.56 0.70
O -3.5929 0.6594 -4.8484 -0.32 -0.30 -0.89
H -3.4271 1.4394 -5.3778 0.38 0.05 -0.08
H -4.0083 0.9929 -4.0531 -0.01 0.36 0.55
O 3.6906 1.8850 3.3799 0.54 0.92 0.08
H 2.9576 1.2710 3.4247 -0.82 -0.64 0.00
H 4.3657 1.4936 3.9343 0.26 -0.19 0.08
O -1.5359 -5.5930 -1.1178 -1.20 -0.15 0.49
H -0.7792 -5.5639 -1.7032 0.70 0.14 -0.64
H -1.1672 -5.7994 -0.2589 0.43 0.12 0.22
O -2.0152 -2.8079 -1.2861 -0.76 0.29 -0.08
H -1.9458 -3.7604 -1.3498 0.08 -1.04 0.10
H -1.3383 -2.5595 -0.6566 0.46 0.40 0.20
O 0.4620 2.3287 -5.4564 -0.01 0.54 -0.56
H 0.1259 2.6693 -4.6274 -0.36 -0.18 0.36
H 1.2286 1.8111 -5.2100 0.21 -0.55 0.06
O 3.4304 -2.4102 4.2913 0.30 0.62 0.98
H 3.0855 -1.6465 3.8287 -0.24 0.08 -0.12
H 3.4981 -3.0878 3.6187 -0.20 -0.78 -0.87
O -2.6105 -1.8165 -4.8219 -0.14 -1.39 -0.32
H -1.8128 -1.6460 -4.3210 0.26 0.34 -0.09
H -3.0843 -0.9849 -4.8091 0.00 0.57 -0.07
O -1.4327 3.3298 -3.3384 0.28 -0.03 -0.93
H -1.8467 3.2648 -2.4778 -0.25 -0.01 0.87
H -1.1775 4.2493 -3.4132 0.06 0.27 0.06

No. 2
21
Properties=species:S:1:pos:R:3:forces:R:3 method="wB97M-V/def2-TZVPD" e_above_lowest_kj_mol=101.0 e_tot_ha=-275.07777 homo_ha=-0.3554 smiles=CC[C@@]1(C)C[C@H]1C multiplicity=1 orbital_gap_ev=10.797 e_lumo_ev=1.13
C -0.3415 2.1457 0.0719 0.07 0.06 0.01
C -1.0400 0.8267 -0.2527 0.03 -0.06 -0.14
C -0.3816 -0.3832 0.3919 0.08 0.08 -0.01
C -0.4555 -0.3452 1.9245 0.05 -0.05 -0.07
C -0.4380 -1.7111 -0.3176 0.03 -0.20 -0.37
C 0.8854 -1.0101 -0.1852 0.37 0.18 -0.15
C 1.5085 -0.5473 -1.5209 -0.07 0.00 0.28
H -0.7531 2.9668 -0.5237 0.06 -0.09 0.09
H -0.4456 2.4169 1.1290 0.00 -0.06 -0.19
H 0.7288 2.0646 -0.1458 -0.12 0.09 0.03
H -2.0928 0.8824 0.0681 0.23 -0.12 -0.04
H -1.0695 0.6695 -1.3360 0.06 0.11 0.07
H -1.4771 -0.2082 2.3085 0.11 -0.10 -0.31
H 0.1243 0.5079 2.3010 -0.04 -0.18 -0.11
H -0.0485 -1.2407 2.4083 -0.03 0.05 -0.26
H -0.7724 -2.6078 0.1931 0.41 0.03 0.12
H -0.5829 -1.7201 -1.3991 -1.09 -0.01 0.40
H 1.6154 -1.3979 0.5271 -0.21 0.25 -0.02
H 1.8431 0.4958 -1.4804 0.10 -0.20 0.03
H 0.8275 -0.6219 -2.3861 0.02 0.03 0.50
H 2.3655 -1.1829 -1.7758 -0.08 0.18 0.15

No. 3
17
Properties=species:S:1:pos:R:3:forces:R:3 method="wB97M-V/def2-TZVPD" e_above_lowest_kj_mol=128.6 charge=+1 e_tot_ha=-525.75527 homo_ha=-0.4809 smiles="Nc1nonc1[C@H]([NH3+])C=O" multiplicity=1 orbital_gap_ev=8.867 e_lumo_ev=-4.22
C 1.0353 0.6249 -0.6994 -0.04 -0.04 1.01
C 1.7908 0.1664 -1.8233 1.18 -0.25 0.52
C -1.0594 -0.5295 -0.0120 -0.24 -0.51 2.30
C -0.4987 0.7987 -0.3091 2.32 1.18 -2.72
N 1.8954 0.8470 0.2648 -0.57 0.55 0.34
N 3.0930 0.1259 -1.4161 -2.27 -0.12 -2.56
N 1.3493 -0.2112 -3.0533 -0.55 -0.02 -0.21
N -0.5715 1.5397 0.9272 -0.90 1.06 3.08
O -1.4515 -0.7312 1.1067 -0.74 0.14 0.91
O 3.1202 0.6018 -0.1866 -0.68 0.06 1.18
H -0.9729 -1.4023 -0.5575 0.26 -1.36 -2.50
H -0.9709 1.3243 -1.1460 -0.23 -0.14 0.24
H 0.3478 -0.1118 -3.3331 1.84 -0.19 0.33
H 2.0605 -0.5197 -3.7184 -0.73 0.21 0.20
H -1.0242 0.8420 1.6160 0.79 -0.01 -0.55
H -1.2018 2.3496 1.1343 0.58 -0.38 -1.46
H 0.3714 1.7831 1.2736 -0.04 -0.18 -0.10

No. 4
14
Properties=species:S:1:pos:R:3:forces:R:3 method="wB97M-V/def2-TZVPD" e_above_lowest_kj_mol=471.2 charge=+1 e_tot_ha=-174.63211 homo_ha=-0.5165 multiplicity=1 orbital_gap_ev=6.559 e_lumo_ev=-7.50
C 0.0650 -0.9075 1.3055 0.22 -2.46 -1.44
C 0.5190 -0.7316 -0.0892 -3.40 4.29 1.50
C -0.0093 -0.8930 -1.4092 -0.14 -4.26 -0.54
N -0.3922 2.1452 0.0804 0.64 0.74 0.26
H 1.0169 -0.7599 1.8150 -0.28 -0.58 0.92
H -0.6930 -0.2709 1.8023 0.32 0.17 -0.93
H -0.3639 -1.9105 1.2507 0.06 -0.35 1.28
H 1.1459 0.1248 0.0441 1.87 -0.18 -1.11
H -1.0519 -0.5807 -1.6249 0.25 0.28 0.73
H -0.3830 -2.1770 -1.6283 1.66 3.52 0.40
H 0.7200 -0.4086 -2.0610 -0.54 -0.73 -0.73
H -0.9710 1.4118 -0.2835 0.50 -0.19 -0.11
H 0.6173 2.1161 0.2062 -0.40 -0.56 -0.82
H -0.7315 2.4881 0.9483 -0.75 0.32 0.59